(1)
{
  "formula": "C39H58N3O2P2PdS",
  "method": "ωB97M-V with the def2-TZVPD basis set",
  "species": ["H", "H", "H", "H", "C", "C", "N", "C", "H", "C", "H", "H", "C", "H", "H", "Pd", "H", "H", "H", "H", "N", "C", "P", "C", "O", "C", "H", "C", "H", "C", "C", "C", "C", "H", "C", "H", "H", "H", "H", "H", "H", "P", "H", "H", "C", "C", "C", "S", "C", "C", "H", "H", "C", "H", "H", "H", "H", "H", "C", "H", "H", "H", "H", "H", "H", "H", "H", "C", "C", "H", "H", "H", "C", "C", "C", "H", "H", "C", "C", "N", "H", "H", "C", "C", "H", "H", "H", "O", "H", "H", "H", "C", "H", "C", "C", "H", "C", "C", "H", "H", "H", "C", "H", "C", "C", "C"],
  "positions_angstrom": [[0.195, -0.258, 3.390], [4.636, 0.484, 1.852], [3.337, 5.235, -3.243], [-1.203, -0.572, 4.388], [-6.854, -0.304, 0.568], [-3.047, 0.128, 2.474], [1.094, 2.316, -0.599], [0.106, 5.069, 1.728], [-1.164, 2.026, -1.915], [-5.640, -2.213, 1.023], [3.593, -6.384, -0.689], [-3.667, -0.393, 1.718], [0.821, 4.404, 0.790], [3.186, -1.968, -1.570], [6.042, 3.032, -4.471], [1.396, -0.034, -0.128], [-3.948, 1.272, 0.642], [-0.054, -1.774, -1.634], [3.138, -7.386, 0.517], [-6.968, -3.792, 0.287], [-6.861, -2.108, -1.043], [-0.785, -5.498, -0.386], [3.516, 0.428, -0.272], [-7.654, -1.012, -0.512], [-3.005, -3.587, -0.570], [4.452, 1.291, 1.112], [-5.295, -2.950, 1.786], [-1.610, 1.027, -1.944], [5.790, -0.458, -1.121], [-6.282, -3.041, -0.085], [-1.290, 3.157, 2.093], [-6.852, -2.318, -2.344], [4.079, -1.570, -2.025], [-1.452, -1.160, 1.940], [1.560, -6.055, -0.187], [-3.127, 2.537, -0.330], [5.435, 4.664, -4.486], [-1.796, -5.760, -0.663], [4.617, -2.467, -2.391], [5.455, 2.813, 0.043], [0.009, -7.487, -0.746], [-0.731, 0.667, 0.758], [3.634, 2.485, 2.734], [-1.682, -1.342, -2.028], [0.786, -3.776, 0.254], [0.469, 3.063, 0.354], [2.219, 2.679, -1.331], [-1.700, -2.886, -0.222], [3.371, 1.853, -1.447], [4.398, 2.223, -2.333], [-4.739, -1.800, 0.553], [-3.291, 1.144, 2.530], [-1.822, 5.381, 3.317], [6.540, 4.160, -3.214], [-2.402, -0.415, -0.495], [5.170, -1.220, 1.180], [-7.853, -0.336, -1.363], [3.437, 3.202, 1.138], [-0.797, 0.082, 3.585], [-0.753, 1.110, 4.048], [2.398, 1.889, 1.653], [2.797, -4.475, 0.489], [-1.113, -2.991, -2.389], [5.199, 1.513, -2.492], [-4.175, 1.275, -0.987], [-7.429, 0.486, 1.096], [0.357, 6.072, 2.029], [-1.057, -2.179, -1.718], [-3.391, 1.460, -0.294], [2.490, -7.701, -1.110], [-1.261, 6.319, 3.574], [5.528, -2.634, 0.124], [4.866, -1.759, 0.309], [3.349, 4.292, -2.801], [2.247, 3.892, -2.008], [1.458, 4.606, -1.821], [1.064, -2.714, 0.498], [0.236, -6.469, -0.417], [1.779, -4.739, 0.235], [-6.751, -2.464, -3.497], [3.872, -0.910, -2.853], [-2.779, 5.588, 2.888], [-0.563, 2.416, 1.159], [-1.563, -0.112, 2.249], [-3.313, -0.390, 3.402], [3.841, -2.213, 0.440], [-2.044, 4.930, 4.287], [-6.415, -1.245, 1.615], [-5.967, 0.115, 0.113], [-2.429, 1.011, -2.648], [6.417, 1.365, 0.185], [3.453, 2.259, 1.695], [-2.055, 2.663, 2.692], [4.792, -0.858, -0.877], [2.726, -6.939, -0.386], [1.693, 4.857, 0.307], [-2.114, 0.640, -0.563], [-0.482, -4.200, -0.078], [6.228, 2.466, 1.589], [-5.479, -3.532, -0.638], [-8.620, -1.390, -0.127], [5.716, 2.002, 0.713], [-0.759, 0.411, -2.255], [5.664, 3.843, -3.815], [4.439, 3.447, -2.982], [-1.005, 4.492, 2.399]],
  "mulliken_charge": [0.402, 0.775, 0.450, 0.506, 0.193, -0.829, 0.733, -1.171, 0.511, 0.233, 0.395, -0.594, -1.155, 0.015, 0.326, -1.649, 0.253, -0.166, 0.305, 0.221, 0.029, -0.402, 1.248, -0.691, -0.770, 0.413, 0.406, -2.091, 0.539, -0.782, 0.071, 0.558, -1.064, 0.124, 1.035, 0.265, 0.383, 0.480, 0.422, 0.297, 0.342, 1.519, 0.578, 0.318, -0.028, -0.332, -0.722, 1.009, -0.666, -0.328, -0.339, 0.019, -1.441, 0.266, -1.545, 0.353, 0.441, 0.275, -1.592, 0.174, 0.000, 0.451, 0.862, 0.265, 0.569, 0.357, 0.260, -0.867, -1.769, 0.373, 0.328, 0.428, -1.065, -1.254, -0.207, 0.670, 0.173, -0.835, -0.943, -0.650, 0.301, 0.308, 0.605, 1.228, 0.714, -0.091, 0.331, -0.437, -0.293, 0.493, 0.344, -1.398, 0.072, 0.371, -1.557, 0.454, 2.716, -0.213, 0.413, 0.441, 0.264, -1.730, 0.357, -1.478, 0.698, 0.415],
  "lumo_energy_ha": 0.08845,
  "orbital_gap_ev": 5.5,
  "total_charge": -1
}

***

(2)
{
  "formula": "C39H58N7O6PRbS3",
  "method": "ωB97M-V with the def2-TZVPD basis set",
  "species": ["H", "C", "H", "C", "O", "C", "H", "C", "H", "C", "H", "C", "H", "O", "C", "H", "H", "H", "C", "C", "C", "H", "H", "C", "H", "C", "C", "N", "O", "H", "H", "H", "H", "H", "C", "H", "H", "C", "N", "H", "H", "H", "C", "H", "H", "N", "H", "H", "C", "H", "H", "H", "S", "H", "O", "S", "C", "H", "C", "C", "C", "H", "H", "C", "H", "Rb", "H", "C", "C", "H", "C", "H", "H", "H", "C", "H", "H", "C", "N", "H", "H", "H", "H", "C", "C", "O", "H", "H", "P", "H", "N", "S", "C", "C", "C", "H", "H", "N", "C", "C", "O", "N", "C", "H", "H", "H", "H", "H", "C", "C", "C", "H", "H", "C", "H"],
  "positions_angstrom": [[2.446, -3.589, 4.135], [4.194, 1.202, -4.394], [3.061, 1.103, 4.000], [1.936, -2.989, -4.211], [-1.345, -1.504, 2.910], [1.544, -5.173, -2.436], [-3.833, -4.932, 2.637], [-2.883, -1.353, -1.826], [-4.288, 1.084, -4.759], [2.098, 3.926, 2.435], [-3.322, 1.007, -0.719], [4.062, 5.463, 5.290], [2.531, 5.914, 3.080], [-0.553, -3.184, -2.831], [-4.799, -0.174, -2.541], [-3.160, 5.854, 0.948], [1.951, -3.741, -0.830], [-0.159, 0.609, 4.053], [1.445, -5.327, -3.774], [-1.922, 5.302, -1.429], [1.577, -3.852, -1.845], [4.264, -1.717, 1.688], [-0.935, 0.808, -3.423], [-1.708, -4.706, 2.314], [5.146, 5.355, 5.234], [-2.920, 1.019, -1.738], [-3.468, 1.075, -4.033], [-2.618, -0.075, -4.300], [-3.417, -2.972, 2.555], [-1.574, 6.289, -1.120], [-5.632, -0.159, -3.253], [3.765, 5.309, 6.326], [-4.150, 4.520, 0.358], [3.998, 2.223, -4.691], [2.279, 2.579, 2.691], [-2.773, -2.156, -4.265], [2.623, 2.534, -0.276], [3.399, 4.460, 4.393], [-4.035, 1.059, -2.687], [-3.297, -1.414, -0.813], [-2.322, -0.469, 4.419], [-5.598, -0.674, 2.226], [3.178, -3.039, 3.551], [-0.162, -0.089, 5.684], [-4.617, -0.198, 0.827], [2.681, -1.167, -1.080], [-3.641, 4.557, 2.056], [3.803, 6.477, 4.997], [-4.889, 1.385, 2.266], [-1.032, -4.051, 1.767], [-1.470, -4.649, 3.374], [-2.250, -2.223, -2.025], [1.612, 1.350, 1.538], [6.576, -1.180, -4.630], [1.622, -3.380, 1.753], [-1.600, 2.835, 1.830], [-1.441, -1.097, 4.274], [4.080, 2.780, 5.533], [-3.148, -4.278, 2.084], [3.506, -0.801, -3.260], [2.680, -2.898, 2.118], [-3.008, 5.330, -1.468], [-2.879, 1.988, -4.148], [2.969, 2.164, 3.814], [6.147, 1.159, -5.280], [0.203, -1.139, 0.529], [-3.938, 1.888, 2.090], [2.627, -1.501, -2.268], [3.253, 0.506, -3.655], [3.326, -2.056, 3.990], [-1.413, 4.253, -0.478], [2.313, 0.967, -3.386], [-5.661, 1.840, 1.651], [2.216, -2.192, -4.885], [4.700, -1.409, -3.634], [1.657, -4.431, -5.724], [3.186, -1.957, 0.379], [1.821, -2.667, -2.801], [3.547, -2.298, 1.289], [1.559, -6.023, -1.770], [-1.564, -5.724, 1.964], [-1.530, 5.103, -2.426], [1.520, 4.224, 1.572], [2.914, 1.661, 0.296], [-3.334, 4.781, 1.037], [1.964, 0.055, 2.152], [1.326, -6.313, -4.208], [-5.203, -0.220, -1.524], [-2.599, -1.673, 1.911], [3.868, 1.810, 0.789], [0.534, -2.903, -2.168], [0.018, 3.469, -0.915], [-3.415, -1.284, -4.119], [-2.091, 3.997, 0.704], [-4.727, -0.085, 1.912], [-4.227, -1.293, -4.857], [2.939, 0.776, -0.343], [-2.068, -0.145, -1.943], [-0.185, -0.317, 4.622], [2.662, 4.861, 3.285], [-3.584, -0.580, 2.584], [-3.993, -1.361, -2.779], [5.396, 0.605, -4.734], [-2.322, 1.926, -1.867], [4.879, -2.435, -3.344], [-0.930, -0.982, -3.478], [-1.529, -1.991, 4.903], [4.123, -3.578, 3.554], [-1.542, -0.095, -3.307], [3.530, 3.101, 4.659], [1.641, -4.226, -4.661], [-3.387, -4.351, 1.016], [0.694, -0.895, 4.354], [5.641, -0.707, -4.362], [-5.145, 1.496, 3.316]],
  "mulliken_charge": [0.285, -0.881, 0.398, -1.109, -0.084, -0.932, 0.285, -0.470, 0.382, -0.451, -0.170, -1.543, 0.313, -0.929, -0.749, 0.436, -0.088, -0.001, -0.614, -1.614, 0.207, 0.257, 0.285, -0.685, 0.313, 0.275, -0.814, 0.040, -0.467, 0.331, 0.363, 0.349, 0.335, 0.436, -0.451, 0.377, 0.390, 1.252, 0.105, -0.067, 0.274, 0.269, -1.491, 0.491, -0.370, -0.461, 0.375, 0.343, -1.069, 0.059, 0.230, 0.185, 1.092, 0.386, -0.529, -0.104, -0.369, 0.383, -0.368, -0.258, 0.716, 0.342, 0.331, -0.288, 0.376, 0.565, -0.092, -0.379, -0.086, 0.288, 0.355, 0.705, 0.400, 0.444, 0.084, 0.422, 0.130, 1.306, -0.093, 0.432, 0.447, 0.419, 0.214, -0.192, -1.811, -0.285, 0.360, 0.281, 0.476, 0.512, 1.170, -0.202, -0.698, 0.333, 0.382, 0.331, -0.548, 0.895, -0.557, -0.843, -0.317, 0.074, -0.396, -0.328, 0.445, 0.126, 0.172, 0.415, -0.710, -0.789, -0.621, 0.271, 0.040, -0.789, 0.407],
  "lumo_energy_ha": [0.06744, 0.04309],
  "orbital_gap_ev": [5.6, 5.0],
  "total_charge": -1
}